1.
Below is C32H54N13O2SYb as an isolated structure at a distorted geometry, with properties calculated with the ωB97M-V functional and the def2-TZVPD basis.

Each line ends with the Mulliken spin population.
Geometry (Å):
Yb 0.583185 0.291463 0.704249  0.991
C 4.515195 -0.929140 -0.067127  0.000
C 3.991214 -1.226352 1.342451  0.000
N 2.525957 -1.355359 1.500065  0.000
C 2.260218 -1.865208 2.862114  -0.001
C 0.864389 -1.524401 3.321748  0.000
N 0.624097 -0.064267 3.278186  0.001
C 1.351465 0.684613 4.328444  0.000
C 2.565085 1.464175 3.844784  0.000
C 2.239144 2.657138 2.950810  0.000
N 2.196159 2.327512 1.505967  0.000
C 3.561776 2.246144 0.956229  0.000
C 3.518015 1.948619 -0.526971  0.000
N 2.729597 0.741019 -0.785581  -0.001
C 3.535660 -0.451707 -1.126432  0.000
H 4.951352 -1.840535 -0.481257  0.000
H 5.353225 -0.233986 0.022938  0.000
H 4.302907 -0.443452 2.034621  0.000
H 4.474028 -2.139635 1.708339  0.000
H 2.187391 -2.047978 0.830083  0.000
H 2.988351 -1.407598 3.535859  0.000
H 2.424348 -2.945722 2.926649  0.000
H 0.703607 -1.918630 4.331202  0.000
H 0.115006 -1.987135 2.673063  0.001
H -0.363515 0.014393 3.503381  -0.001
H 1.644149 0.002080 5.132994  0.000
H 0.646280 1.390706 4.777987  0.000
H 3.263324 0.799648 3.335767  0.000
H 3.092432 1.828763 4.728034  0.000
H 2.974531 3.452243 3.115921  0.000
H 1.269347 3.073646 3.231641  0.000
H 1.759051 3.127969 1.050718  0.000
H 4.095480 1.454929 1.476701  0.000
H 4.111616 3.177024 1.139136  0.000
H 4.538405 1.864863 -0.913955  0.000
H 3.066878 2.798503 -1.050115  0.000
H 2.141797 0.882363 -1.604491  0.001
H 4.109440 -0.258002 -2.040341  0.000
H 2.822589 -1.237974 -1.363747  0.000
C -0.123916 4.843112 -4.464626  0.000
C -0.991420 3.775492 -3.916965  0.000
N -2.144634 3.421499 -4.377423  0.000
N -2.547426 2.407443 -3.557237  0.000
C -1.675990 2.106811 -2.589947  0.000
S -1.793596 0.885066 -1.441286  0.000
N -0.658996 2.999070 -2.816158  0.000
N 0.513879 3.070700 -2.063421  0.000
H -0.627775 5.291857 -5.316370  0.000
H 0.833191 4.441692 -4.800460  0.000
H 0.066539 5.620975 -3.724211  0.000
H -3.415331 1.928381 -3.737583  0.000
H 1.303228 2.903204 -2.683034  0.000
H 0.601923 4.013263 -1.692639  0.000
N -1.012298 2.212817 1.841707  0.000
C -2.363121 1.598998 1.808325  0.000
C -3.460684 2.293857 2.592593  0.000
C -4.813276 1.577393 2.494488  0.000
C -5.278934 1.230402 1.075238  0.000
N -4.521053 0.163175 0.407344  0.000
C -4.589256 -1.131350 0.701302  0.000
N -5.523141 -1.593922 1.535499  0.000
N -3.753574 -1.980873 0.106737  0.000
C -2.158129 0.123091 2.149165  0.000
O -2.686119 -0.409370 3.112386  0.000
O -1.348385 -0.459892 1.330577  -0.008
H -0.715573 2.322000 2.810267  0.000
H -1.084244 3.160220 1.477587  0.000
H -2.619345 1.633177 0.749527  0.000
H -3.569899 3.307402 2.188960  0.000
H -3.185792 2.403103 3.644529  0.000
H -5.574687 2.228025 2.928763  0.000
H -4.781698 0.673957 3.103410  0.000
H -5.210748 2.096832 0.416302  0.000
H -6.334710 0.951050 1.079063  0.000
H -3.843251 0.424167 -0.300066  0.000
H -6.098256 -0.959263 2.059852  0.000
H -5.473871 -2.540615 1.870465  0.000
H -2.915527 -1.628624 -0.335693  0.000
H -3.723281 -2.947617 0.383635  0.000
N 0.516101 -1.167358 -0.818340  0.026
C 0.361727 -2.127500 -1.615055  -0.006
C 0.962447 -2.075946 -2.990440  0.001
C 0.973358 -0.860731 -3.672145  0.000
C 1.593268 -0.749604 -4.905752  0.000
C 2.231116 -1.852022 -5.463159  0.000
C 2.224565 -3.064891 -4.791216  0.000
C 1.580314 -3.180545 -3.566086  0.000
C -0.471028 -3.325535 -1.251851  -0.001
C -1.203474 -4.017851 -2.214110  0.000
C -2.048434 -5.056355 -1.845234  0.000
C -2.150837 -5.432105 -0.513532  0.000
C -1.414609 -4.754567 0.453206  0.000
C -0.594129 -3.701266 0.082849  -0.001
H 0.462011 -0.016494 -3.220672  0.000
H 1.573371 0.189099 -5.445197  0.000
H 2.721805 -1.767433 -6.422935  0.000
H 2.716652 -3.925159 -5.223658  0.000
H 1.569138 -4.133687 -3.051669  0.000
H -1.123313 -3.736081 -3.255704  0.000
H -2.616478 -5.581274 -2.601066  0.000
H -2.787245 -6.260234 -0.231590  0.000
H -1.471118 -5.060104 1.490784  0.000
H -0.039185 -3.149778 0.831891  0.000

Atoms 1-3, force components in eV/Å:
0.860 0.420 0.294
0.021 -0.046 -0.034
-0.010 0.003 0.026

Results
Energy above the lowest of the compared OMol25 structures with the same formula, charge and spin, kJ/mol: 42.0
Gap between HOMO and LUMO (spin up / spin down), Eh: 0.277 / 0.278
2S+1: 2
Net charge: +2
Calculated total energy, eV: -99884.510
Lowest unoccupied orbital energy (spin up / spin down), eV: -4.62 / -4.62

***

2.
Below is a 9-piece molecular cluster, C32H54O30 overall at a distorted geometry, with properties calculated with the ωB97M-V functional and the def2-TZVPD basis.

Each line ends with the Löwdin charge.
Geometry (Å):
C -7.955863 3.914221 -2.411228  0.040
C -8.182931 3.362181 -1.031192  -0.461
O -9.185424 2.754564 -0.763263  0.144
O -7.208008 3.491229 -0.041929  0.084
C -6.502156 4.678208 -0.106958  -0.436
O -7.072136 5.723174 0.071094  0.169
C -5.013873 4.669594 -0.345376  0.001
C -4.436685 3.462785 -1.001903  -0.088
C -4.904342 2.252880 -1.280258  0.130
C -3.812397 1.465976 -1.918214  -0.412
O -3.913825 0.315433 -2.230649  0.183
O -2.717240 2.265359 -2.075439  0.112
C -3.022531 3.474363 -1.451433  -0.353
O -2.175354 4.305907 -1.317007  0.173
H -8.892329 4.358242 -2.717018  0.096
H -7.710347 3.115419 -3.100042  0.100
H -7.194340 4.684396 -2.480053  0.086
H -4.733136 5.561880 -0.885502  0.147
H -4.537638 4.758202 0.630254  0.159
H -5.886510 1.885311 -1.075088  0.130
C 3.639763 -0.710425 -3.805309  -0.033
O 2.519045 0.015280 -4.322151  0.012
C 1.732683 0.520549 -3.378619  -0.624
O 1.895508 0.411959 -2.191676  0.117
O 0.729638 1.179041 -3.955375  0.023
C -0.167711 1.748444 -2.997653  -0.040
H 4.203723 -1.073879 -4.659513  0.093
H 4.276947 -0.059486 -3.210255  0.097
H 3.310235 -1.559016 -3.210010  0.092
H 0.364419 2.458063 -2.365870  0.086
H -0.624943 0.971260 -2.393632  0.098
H -0.932567 2.276306 -3.546648  0.087
C -12.288859 5.779120 -0.892035  -0.039
O -13.095621 6.598456 -1.738607  0.008
C -12.475466 7.007245 -2.843360  -0.629
O -11.343952 6.741265 -3.155705  0.114
O -13.322750 7.757555 -3.540247  0.008
C -12.789323 8.269952 -4.764536  -0.033
H -12.896767 5.507898 -0.034248  0.094
H -11.986652 4.871929 -1.412232  0.095
H -11.413597 6.326989 -0.547540  0.098
H -12.511035 7.459016 -5.434458  0.093
H -11.932340 8.912002 -4.570567  0.098
H -13.574124 8.857756 -5.230742  0.094
C 3.624039 -0.331163 0.789777  -0.012
O 4.166395 -1.504138 1.422586  -0.038
C 4.525025 -2.457970 0.548534  -0.616
O 4.427385 -2.391466 -0.646142  0.129
O 5.007978 -3.496912 1.226479  -0.013
C 5.431510 -4.594501 0.411031  -0.023
H 3.361163 0.362562 1.583468  0.078
H 4.366598 0.132222 0.143666  0.101
H 2.729035 -0.573315 0.222935  0.091
H 6.235365 -4.288600 -0.255627  0.099
H 4.595759 -4.990897 -0.161592  0.098
H 5.799825 -5.362265 1.086122  0.093
C 9.503316 -9.679424 2.502462  -0.040
O 10.070244 -8.516813 3.111590  -0.006
C 9.300625 -7.431000 3.044185  -0.628
O 8.216461 -7.367444 2.528448  0.121
O 9.940870 -6.432621 3.645352  0.008
C 9.219369 -5.197671 3.648084  -0.036
H 10.219500 -10.486008 2.626176  0.086
H 8.574935 -9.959059 2.996380  0.101
H 9.331922 -9.518497 1.439833  0.098
H 8.279462 -5.302056 4.185575  0.098
H 9.037885 -4.859676 2.629138  0.096
H 9.835900 -4.465148 4.159245  0.095
C -9.333872 6.865314 -9.129058  -0.040
O -10.361133 6.404373 -10.008016  0.008
C -11.594839 6.706111 -9.610718  -0.629
O -11.886064 7.309374 -8.612614  0.118
O -12.448959 6.224059 -10.509769  0.008
C -13.822394 6.476528 -10.208575  -0.039
H -8.388638 6.556410 -9.565428  0.093
H -9.353760 7.950506 -9.049887  0.097
H -9.438585 6.413178 -8.144558  0.097
H -14.017440 7.546522 -10.171339  0.097
H -14.101853 6.008641 -9.266580  0.097
H -14.403900 6.035454 -11.012562  0.093
C 10.958553 -10.727980 5.676035  -0.037
O 10.561208 -11.573699 6.756422  0.012
C 9.495002 -12.322614 6.488501  -0.627
O 8.881524 -12.331848 5.454248  0.121
O 9.224486 -13.060173 7.563204  0.007
C 8.093032 -13.918939 7.414034  -0.041
H 11.829555 -10.171242 6.007943  0.098
H 11.230264 -11.321290 4.804728  0.094
H 10.165984 -10.026584 5.424815  0.089
H 8.255183 -14.632300 6.608315  0.097
H 7.191418 -13.338506 7.228332  0.098
H 7.984595 -14.457178 8.350994  0.093
C 0.283034 3.480314 0.421804  -0.035
O 0.894349 4.236345 1.470611  0.016
C 1.706887 3.524373 2.248592  -0.620
O 1.948296 2.352199 2.132062  0.118
O 2.207953 4.334662 3.178376  0.008
C 3.105461 3.695685 4.088744  -0.037
H -0.347608 4.157021 -0.145334  0.068
H 1.040632 3.064325 -0.240414  0.092
H -0.333227 2.681784 0.834728  0.105
H 3.968247 3.294398 3.560696  0.098
H 2.598352 2.904816 4.637868  0.098
H 3.437403 4.458778 4.786474  0.093
C 6.354215 -1.960646 3.432278  -0.024
O 6.111336 -1.111402 4.566256  0.021
C 6.879654 -1.388019 5.610989  -0.631
O 7.711280 -2.256046 5.655969  0.113
O 6.571526 -0.548233 6.601039  0.004
C 7.331841 -0.746456 7.792385  -0.045
H 5.666855 -1.657275 2.634938  0.068
H 7.384128 -1.844357 3.091394  0.104
H 6.158648 -2.998584 3.687853  0.099
H 8.392483 -0.591974 7.602740  0.096
H 7.162590 -1.742968 8.196087  0.097
H 6.986548 -0.007601 8.509887  0.092

Atoms 1-3, force components in eV/Å:
0.331 0.521 0.298
-1.891 -0.887 0.319
1.154 0.399 -0.059

Results
SMILES: CC(=O)OC(=O)CC1=CC(=O)OC1=O.COC(=O)OC.COC(=O)OC.COC(=O)OC.COC(=O)OC.COC(=O)OC.COC(=O)OC.COC(=O)OC.COC(=O)OC
Gap between HOMO and LUMO, Eh: 0.340
Calculated total energy, eV: -95484.794
Lowest unoccupied orbital energy, eV: -1.51